No. 1
This record from the Open Molecules 2025 dataset describes one molecule with the formula C2H3N3O. The level of theory is the ωB97M-V functional and the def2-TZVPD basis.

Each line ends with the Löwdin charge.
Positions of all 9 atoms, in Å:
N 1.5137 1.4669 -0.5156  0.1923
C 0.4748 0.8633 -0.3271  -0.0977
C -0.2882 -0.1861 -0.0582  -0.3741
N -1.6890 -0.3103 -0.0139  0.0645
N 0.4945 -1.2590 0.4882  -0.0044
O 1.6848 -1.0748 0.6392  -0.0408
H 1.8356 1.9409 0.3336  0.0984
H -1.9176 -1.2163 0.3855  0.0810
H -2.1086 -0.2245 -0.9316  0.0809

Properties
HOMO (spin up / spin down) ... -8.800 / -8.801 eV
SMILES string ... N=C=C(N)N=O
Spin multiplicity ... 1
Kohn-Sham gap (spin up / spin down) ... 8.49 / 8.49 eV
Total energy ... -8636.3869 eV

No. 2
This record from the Open Molecules 2025 dataset describes a 2-piece molecular cluster, C6H16 overall in a non-equilibrium geometry. The level of theory is the ωB97M-V functional and the def2-TZVPD basis.

Each line ends with the Löwdin charge.
Positions of all 22 atoms, in Å:
C 0.2323 -0.6421 -2.1430  -0.1650
C 0.8195 0.0559 -3.3645  -0.1491
H -0.3433 0.0853 -1.5489  0.0224
H -0.3537 -1.4876 -2.4981  0.0793
H 0.9682 -1.1405 -1.5113  0.0667
H 0.3016 -0.0693 -4.3295  0.0774
H 0.8141 1.1494 -3.4348  0.0676
H 1.8477 -0.2922 -3.5092  0.0726
C -0.2706 -0.1428 1.2641  -0.3644
C 0.9713 -0.1112 2.0330  -0.0073
C -1.5320 -0.3768 2.1162  0.0211
C -0.3227 1.1756 0.4476  -0.0417
H -0.3169 -0.9183 0.4138  0.2190
H 1.2477 0.8155 2.6157  0.1712
H 1.8131 -0.0288 1.2982  0.1411
H -1.3806 -0.0804 3.1545  0.1067
H -2.3490 0.2136 1.6711  0.1265
H -1.8071 -1.4416 2.0828  0.1164
H 0.6310 1.2335 -0.0908  0.0961
H -1.1167 1.2023 -0.2938  0.0945
H -0.3762 2.1033 1.0304  0.1225
H 1.2294 -0.9077 2.7413  0.1266

Properties
HOMO (spin up / spin down) ... -14.731 / -14.704 eV
Total charge ... +1
Spin multiplicity ... 2
Kohn-Sham gap (spin up / spin down) ... 11.88 / 4.13 eV
Total energy ... -6469.9383 eV

No. 3
This record from the Open Molecules 2025 dataset describes one molecule with the formula C4H8N2O in a non-equilibrium geometry. The level of theory is the ωB97M-V functional and the def2-TZVPD basis.

Each line ends with the Löwdin charge.
Positions of all 15 atoms, in Å:
N -0.4584 2.2596 1.1474  0.1701
C -0.6317 1.1540 0.8536  -0.1848
C -0.8066 -0.2702 0.4956  -0.3743
N -2.0656 -0.4000 -0.2370  0.0337
C 0.3749 -0.7854 -0.3724  -0.1335
C 1.4643 0.2358 -0.7001  -0.2792
O 2.2015 0.6198 0.4420  -0.0680
H -0.8035 -0.8134 1.4539  0.1427
H -2.2070 -1.3773 -0.4761  0.0795
H -2.8482 -0.1206 0.3482  0.0810
H -0.0486 -1.1539 -1.3135  0.1145
H 0.8491 -1.6287 0.1387  0.1170
H 1.0269 1.1061 -1.2092  0.1239
H 2.1730 -0.2263 -1.3946  0.1181
H 1.7800 1.4005 0.8235  0.0594

Properties
HOMO ... -10.275 eV
SMILES string ... N#C[C@@H](N)CCO
Spin multiplicity ... 1
Kohn-Sham gap ... 11.02 eV
Total energy ... -9304.7115 eV

No. 4
This record from the Open Molecules 2025 dataset describes a 2-piece molecular cluster, C3H8O3 overall in a non-equilibrium geometry. The level of theory is the ωB97M-V functional and the def2-TZVPD basis.

Each line ends with the Löwdin charge.
Positions of all 14 atoms, in Å:
O -0.0900 2.2878 0.7253  0.0413
C 0.7729 1.5838 0.2652  -0.2734
C 0.5024 0.5136 -0.7502  -0.1487
C 1.5772 -0.5492 -0.8152  -0.2749
O 1.0302 -1.7406 -1.3977  -0.0779
H 1.8428 1.7775 0.6090  0.1397
H -0.4269 -0.1200 -0.6542  0.1409
H 0.2690 1.0622 -1.6612  0.1247
H 2.5121 -0.3006 -1.3035  0.1127
H 1.9339 -0.8655 0.2019  0.1334
H 1.2464 -1.7978 -2.3319  0.0841
O -3.2298 -1.4775 1.8252  -0.0705
H -2.7612 -0.7301 1.4288  0.0253
H -3.2587 -1.1290 2.7364  0.0432

Properties
HOMO ... -10.027 eV
SMILES string ... O=CCCO.O
Spin multiplicity ... 1
Kohn-Sham gap ... 10.74 eV
Total energy ... -9381.9796 eV

No. 5
This record from the Open Molecules 2025 dataset describes a 2-piece molecular cluster, S2 overall in a non-equilibrium geometry. The level of theory is the ωB97M-V functional and the def2-TZVPD basis.

Each line ends with the Löwdin charge.
Positions of all 2 atoms, in Å:
S 0.0000 0.0000 1.7386  0.5002
S 0.0000 0.0000 -1.7386  0.4998

Properties
HOMO (spin up / spin down) ... -16.172 / -15.390 eV
Total charge ... +1
Spin multiplicity ... 2
Kohn-Sham gap (spin up / spin down) ... 4.23 / 3.72 eV
Total energy ... -21651.0972 eV

No. 6
This record from the Open Molecules 2025 dataset describes a 6-piece molecular cluster, C25H70BF4N5O5 overall in a non-equilibrium geometry. The level of theory is the ωB97M-V functional and the def2-TZVPD basis.

Each line ends with the Löwdin charge.
Positions of all 110 atoms, in Å:
C -3.1383 -3.4929 -4.9727  0.0193
N -2.0117 -4.4170 -4.6434  -0.3704
C -2.2996 -5.1688 -3.3981  0.0150
C -1.9172 -5.4236 -5.7792  0.0353
C -0.6995 -3.6839 -4.5969  -0.0956
C -0.4186 -2.8540 -3.3567  -0.2283
O -1.3277 -1.7782 -3.3053  -0.0563
H -2.9568 -3.0583 -5.9493  0.1202
H -3.2077 -2.7502 -4.1843  0.0969
H -4.0747 -4.0487 -4.9639  0.1197
H -3.0672 -5.9075 -3.5909  0.1207
H -2.6291 -4.4465 -2.6512  0.1115
H -1.3648 -5.5794 -3.0253  0.1155
H -1.6299 -4.8839 -6.6755  0.1174
H -2.9105 -5.8464 -5.8922  0.1163
H -1.1971 -6.1822 -5.4901  0.1173
H -0.6415 -3.0581 -5.4847  0.1494
H 0.0573 -4.4708 -4.6114  0.1432
H 0.6289 -2.5461 -3.3201  0.1248
H -0.5665 -3.4770 -2.4604  0.1187
H -1.1502 -1.1888 -2.5551  0.0591
C 5.0085 -3.2516 -1.7969  0.0287
N 4.5226 -2.2657 -0.7788  -0.3646
C 3.5948 -1.2652 -1.4206  0.0279
C 3.7585 -3.0269 0.2574  0.0126
C 5.7070 -1.6174 -0.1127  -0.1095
C 6.7048 -0.9144 -1.0106  -0.2116
O 6.1476 0.1116 -1.8184  -0.0432
H 5.6569 -3.9601 -1.2891  0.1240
H 5.5692 -2.7395 -2.5756  0.1138
H 4.1505 -3.7237 -2.2663  0.1141
H 3.4308 -0.4854 -0.6837  0.1065
H 2.6539 -1.7623 -1.6362  0.0920
H 4.1126 -0.9018 -2.2970  0.1035
H 4.4093 -3.7428 0.7455  0.1179
H 2.9294 -3.5192 -0.2446  0.1105
H 3.3225 -2.2923 0.9327  0.1048
H 6.2309 -2.3992 0.4437  0.1465
H 5.2957 -0.9694 0.6657  0.1329
H 7.2836 -1.6146 -1.6094  0.1321
H 7.4339 -0.4610 -0.3299  0.1427
H 6.2362 0.9453 -1.3470  0.1052
C -3.8600 -0.7382 4.2896  0.0260
N -3.6379 -0.6911 2.8166  -0.3536
C -2.2131 -1.0868 2.5631  0.0072
C -4.5243 -1.6917 2.1255  0.0432
C -3.7921 0.6988 2.2505  -0.1085
C -5.1297 1.3515 2.4422  -0.2181
O -6.0818 0.7194 1.6087  -0.0474
H -3.6771 -1.7511 4.6387  0.1187
H -4.8608 -0.4039 4.5284  0.1116
H -3.1126 -0.1034 4.7641  0.1135
H -2.0281 -1.0945 1.4969  0.0822
H -2.1101 -2.1115 2.9293  0.1211
H -1.5580 -0.4887 3.1881  0.1017
H -5.5451 -1.3365 2.1726  0.1036
H -4.4078 -2.6413 2.6407  0.1164
H -4.1730 -1.7801 1.1011  0.1164
H -3.5296 0.5998 1.1969  0.1316
H -3.0258 1.3120 2.7249  0.1364
H -5.0643 2.4149 2.1898  0.1359
H -5.4301 1.3367 3.4960  0.1271
H -6.9609 1.0615 1.8096  0.1198
C 0.8481 2.7419 4.0137  0.0181
N 2.1282 1.9830 4.0613  -0.3583
C 2.0387 0.9107 5.1095  0.0294
C 2.3652 1.3318 2.7312  0.0093
C 3.2611 2.9266 4.3465  -0.1088
C 3.3963 3.4657 5.7557  -0.2106
O 2.4808 4.5418 5.8630  -0.0419
H 0.6304 3.1201 5.0087  0.1104
H 0.0388 2.0738 3.7227  0.1028
H 0.9487 3.5754 3.3269  0.1184
H 3.0398 0.5185 5.2594  0.1255
H 1.3760 0.1293 4.7455  0.1051
H 1.5896 1.3349 5.9991  0.1126
H 2.2085 2.0761 1.9540  0.1135
H 1.6569 0.5226 2.5758  0.0959
H 3.3895 0.9699 2.7300  0.1049
H 3.1463 3.7749 3.6659  0.1481
H 4.1907 2.4872 3.9798  0.1392
H 4.4279 3.8094 5.8736  0.1426
H 3.2240 2.6997 6.5130  0.1213
H 2.4675 4.9004 6.7577  0.1176
C -1.0206 3.0805 -3.2236  0.0139
N -1.1898 4.2368 -2.2976  -0.3598
C -0.0683 4.1790 -1.2894  0.0338
C -1.0920 5.4737 -3.1238  0.0190
C -2.5399 4.2038 -1.6274  -0.0888
C -2.8861 3.0166 -0.7486  -0.2004
O -2.1297 2.9473 0.4645  -0.0722
H 0.0366 2.9393 -3.4313  0.1197
H -1.5560 3.2370 -4.1569  0.1202
H -1.3911 2.1653 -2.7724  0.0932
H 0.1284 3.1333 -1.0769  0.0923
H -0.3896 4.7223 -0.4092  0.1125
H 0.8067 4.6149 -1.7649  0.1133
H -0.1178 5.4861 -3.6046  0.1190
H -1.1793 6.3482 -2.4800  0.1234
H -1.8952 5.4820 -3.8538  0.1190
H -3.2154 4.0913 -2.4838  0.1500
H -2.7160 5.1562 -1.1360  0.1512
H -2.7955 2.0834 -1.3056  0.1186
H -3.9368 3.1407 -0.4818  0.1336
H -1.6648 2.1005 0.4809  0.0416
B -0.1976 -0.2163 -0.3241  -1.2609
F -0.2632 0.7786 0.6917  0.0807
F 0.5284 -1.3229 0.1995  0.0817
F -1.4832 -0.6734 -0.6702  0.1023
F 0.4600 0.2440 -1.4624  0.1267

Properties
HOMO ... -18.786 eV
Total charge ... +4
Spin multiplicity ... 1
Kohn-Sham gap ... 10.79 eV
Total energy ... -56265.5932 eV

No. 7
This record from the Open Molecules 2025 dataset describes C37H64BF4FeN5PSi4 as an isolated structure. The level of theory is the ωB97M-V functional and the def2-TZVPD basis.

Each line ends with the Löwdin charge.
Positions of all 117 atoms, in Å:
Fe 0.4869 -0.3655 -0.2166  0.6942
C -0.1158 2.4778 2.9277  -0.1060
C -0.2079 1.0488 3.4547  -0.5409
C -1.6627 0.5959 3.5737  -0.1210
P 0.6619 -0.0817 2.2961  1.0752
C 0.5779 -1.7540 3.0944  -0.5299
C 0.7125 -1.7754 4.6131  -0.1120
C 1.6484 -2.6411 2.4592  -0.1199
C 2.4127 0.3494 2.3786  -0.3047
C 3.0643 0.7141 3.5544  -0.0709
C 4.4256 0.9675 3.6091  -0.2999
C 5.1115 1.3727 4.8861  -0.0713
C 5.1335 0.8197 2.4149  -0.0534
C 4.5201 0.4691 1.2296  -0.0154
C 3.1258 0.2390 1.1567  -0.3092
N 2.4765 -0.0841 -0.0118  -0.0604
C 3.2665 -0.0173 -1.1950  -0.2547
C 3.6915 -1.2043 -1.8061  -0.2054
C 3.3403 -2.5287 -1.1914  -0.0339
C 4.4100 -1.1414 -2.9888  -0.0103
C 4.7243 0.0737 -3.5889  -0.2732
C 5.4489 0.1110 -4.9071  -0.0598
C 4.3089 1.2360 -2.9620  -0.0138
C 3.5834 1.2116 -1.7737  -0.2185
C 3.1610 2.5061 -1.1353  -0.0399
H -0.6595 3.1591 3.5877  0.0783
H -0.5639 2.5481 1.9321  0.0523
H 0.9193 2.8158 2.8575  0.0703
H 0.2701 0.9887 4.4380  0.0941
H -2.1567 0.6353 2.5987  0.0514
H -2.2162 1.2500 4.2512  0.0776
H -1.7476 -0.4262 3.9466  0.0547
H -0.4066 -2.1321 2.8002  0.0844
H 1.6711 -1.3527 4.9226  0.0685
H 0.6779 -2.8062 4.9777  0.0769
H -0.0832 -1.2227 5.1149  0.0590
H 2.6412 -2.3494 2.8095  0.0814
H 1.6616 -2.5631 1.3711  0.0346
H 1.4836 -3.6872 2.7297  0.0808
H 2.4813 0.8117 4.4660  0.0971
H 4.3974 1.4338 5.7088  0.0670
H 5.5916 2.3503 4.7947  0.0714
H 5.8862 0.6577 5.1752  0.0713
H 6.2066 0.9884 2.4107  0.1084
H 5.1201 0.3732 0.3339  0.1120
H 2.2685 -2.7210 -1.2886  0.0616
H 3.5837 -2.5487 -0.1270  0.0706
H 3.8762 -3.3385 -1.6888  0.0742
H 4.7155 -2.0668 -3.4681  0.1153
H 6.3559 -0.4972 -4.8838  0.0711
H 5.7331 1.1302 -5.1717  0.0671
H 4.8127 -0.2761 -5.7060  0.0794
H 4.5294 2.1957 -3.4208  0.1141
H 2.9028 3.2438 -1.8986  0.0794
H 3.9691 2.9251 -0.5288  0.0820
H 2.3087 2.3646 -0.4704  0.0582
N -0.4113 2.3811 -1.1449  0.0605
C -1.2590 3.3965 -0.7723  -0.0814
C -2.3012 2.7891 -0.1752  -0.1928
N -2.0974 1.4207 -0.1998  -0.1313
C -0.8974 1.1685 -0.8024  -0.2135
C -2.0753 -1.2727 -0.6466  -0.4429
N -1.1269 -1.8159 0.1465  -0.0490
C -0.6377 -2.9366 -0.5129  -0.1813
C -1.2700 -3.0789 -1.7014  -0.0899
N -2.1648 -2.0389 -1.7564  0.0743
H 0.4193 2.4526 -1.7131  0.1120
H -1.0641 4.4358 -0.9689  0.1102
H -3.1704 3.2497 0.2476  0.0381
H 0.1251 -3.5625 -0.0800  0.0957
H -1.1433 -3.7738 -2.5120  0.1170
H -2.6738 -1.7786 -2.5830  0.0896
F 1.1953 -0.8136 -4.5884  0.1379
B 0.5060 -0.1749 -3.5732  -1.2406
F -0.8711 -0.1604 -3.8320  0.1089
F 0.9851 1.1299 -3.3744  0.1193
F 0.7180 -0.9211 -2.3445  0.0401
C -6.6532 1.1382 1.6281  -0.2285
Si -4.9718 1.8094 1.0281  0.4572
C -4.3090 2.6264 2.6212  -0.2291
C -5.5379 3.3536 0.0241  -0.2380
Si -3.4970 0.0777 -0.0821  0.4279
Si -4.4844 -1.7223 1.2115  0.4400
C -4.7023 -1.3932 3.0678  -0.2218
C -6.1871 -2.1497 0.4919  -0.2142
C -3.5643 -3.3686 1.1512  -0.2205
Si -4.7190 0.1878 -2.1238  0.4455
C -3.7905 1.4691 -3.1427  -0.2024
C -6.5241 0.7237 -1.9858  -0.2175
C -4.8717 -1.4002 -3.1734  -0.2200
H -7.1518 1.9767 2.1264  0.0270
H -6.5666 0.3292 2.3525  -0.0001
H -7.3059 0.8026 0.8228  0.0071
H -5.0160 3.4129 2.9079  0.0268
H -3.3230 3.0843 2.5148  0.0117
H -4.2496 1.9190 3.4505  0.0022
H -6.5748 3.5781 0.2938  0.0261
H -5.4920 3.2341 -1.0603  0.0037
H -4.9522 4.2428 0.2734  0.0207
H -4.8806 -0.3503 3.3212  -0.0110
H -3.8112 -1.7188 3.6110  0.0150
H -5.5476 -1.9807 3.4412  0.0301
H -6.8922 -1.3234 0.5242  -0.0059
H -6.6163 -2.9808 1.0624  0.0279
H -6.0918 -2.4762 -0.5473  0.0148
H -2.5996 -3.3156 1.6549  0.0113
H -3.3811 -3.7012 0.1266  0.0203
H -4.1795 -4.1255 1.6499  0.0290
H -3.7308 2.4223 -2.6108  0.0148
H -4.2910 1.6418 -4.1009  0.0316
H -2.7701 1.1364 -3.3486  0.0171
H -6.6967 1.6526 -1.4461  -0.0086
H -7.1282 -0.0631 -1.5291  0.0184
H -6.8834 0.8581 -3.0117  0.0318
H -4.1256 -1.4313 -3.9744  0.0299
H -5.8515 -1.3893 -3.6583  0.0255
H -4.8062 -2.3262 -2.6002  0.0133

Properties
HOMO (spin up / spin down) ... -4.530 / -4.536 eV
Total charge ... -1
Spin multiplicity ... 5
Kohn-Sham gap (spin up / spin down) ... 7.05 / 7.05 eV
Total energy ... -133604.5801 eV

No. 8
This record from the Open Molecules 2025 dataset describes a 2-piece molecular cluster, C14H13N6O7S overall in a non-equilibrium geometry. The level of theory is the ωB97M-V functional and the def2-TZVPD basis.

Each line ends with the Löwdin charge.
Positions of all 41 atoms, in Å:
O 5.5512 3.5233 -2.5961  0.0792
N 4.3141 3.6455 -2.6049  -0.3131
O 3.7500 4.7645 -2.5970  0.0460
C 3.4377 2.4881 -2.6189  -0.0505
C 2.0610 2.6866 -2.6283  0.1114
C 1.1835 1.5753 -2.5494  -0.0965
N -0.2415 1.7966 -2.5773  -0.3088
O -0.6700 2.9372 -2.8497  0.0628
O -1.0013 0.8325 -2.3390  0.0880
C 1.6536 0.2533 -2.4468  0.1212
C 3.0421 0.0157 -2.5200  -0.2022
N 3.7400 -1.1599 -2.5227  0.1983
O 5.0881 -0.7217 -2.6056  -0.0640
N 5.2161 0.6615 -2.6353  0.1622
C 3.9445 1.1178 -2.5934  -0.1453
H 1.6619 3.6949 -2.6754  0.1342
H 0.9883 -0.5987 -2.3276  0.1339
C -3.6161 -3.0276 0.1671  -0.1121
C -2.4691 -3.4854 1.0262  -0.2508
N -1.5307 -2.3731 1.3827  -0.0071
C -0.5117 -2.0479 0.4418  -0.4689
O -0.4080 -2.7345 -0.5906  -0.0317
C 0.2992 -0.9492 0.7621  0.0147
C -0.0087 -0.0953 1.8317  -0.4688
O 0.5434 0.9984 2.0531  -0.0298
N -1.0424 -0.5312 2.7091  -0.0079
C -1.4401 0.3960 3.8179  -0.2511
C -2.4222 1.4466 3.3769  -0.1123
C -1.9220 -1.5481 2.4135  -0.6742
S -3.3945 -1.7269 3.2059  0.6620
H -4.2444 -3.8944 -0.0593  0.0697
H -4.2356 -2.2830 0.6826  0.0347
H -3.2550 -2.6042 -0.7758  0.0745
H -2.8458 -3.8294 1.9962  0.0606
H -1.8661 -4.2599 0.5476  0.1111
H 1.0881 -0.6742 0.0855  0.0792
H -1.9105 -0.2659 4.5537  0.0593
H -0.5168 0.8215 4.2176  0.1120
H -2.6414 2.0946 4.2312  0.0700
H -2.0044 2.0621 2.5736  0.0742
H -3.3645 0.9987 3.0368  0.0358

Properties
HOMO ... -4.459 eV
Total charge ... -1
Spin multiplicity ... 1
Kohn-Sham gap ... 3.97 eV
Total energy ... -48831.4316 eV

Look up the spin multiplicity of the third one. 1